DFT (wB97M-V/def2-TZVPD) results for a cluster of 3 separate species, C3H13NO2 in total.

Last column: Löwdin charge in e.
Cartesian coordinates (Å):
O  0.90091  2.82221  1.44415  -0.061
O  -0.06515  -0.01996  2.12140  -0.071
N  -0.36598  -0.73210  -0.71942  -0.364
C  -1.44144  -1.12916  -1.60753  -0.133
C  0.60223  -1.84114  -0.65160  -0.106
C  0.28144  0.52080  -1.12439  -0.096
H  0.83831  3.69110  1.82924  0.022
H  0.12949  -2.81281  -0.49827  0.081
H  0.72420  2.19285  2.15196  0.009
H  0.66161  0.32384  -2.13919  0.080
H  1.17601  -1.68839  0.26001  0.075
H  1.16440  -1.83975  -1.59104  0.083
H  1.13920  0.74424  -0.49798  0.078
H  -0.46074  1.31193  -1.13774  0.086
H  -1.99112  -1.98407  -1.20179  0.077
H  -2.25553  -0.40205  -1.63849  0.083
H  -0.08219  -0.77427  2.70669  0.030
H  -1.06405  -1.45521  -2.58304  0.083
H  -0.72254  -0.22011  1.41227  0.044

Summary:
HOMO (eV): -8.64
Calculated total energy (Eh): -327.30398
Structure (SMILES): CN(C)C.O.O
Frontier orbital gap (eV): 9.5
Maximum force (eV/A): 1.5
LUMO (eV): 0.89